The following is a quantum chemistry calculation of the molecule C18H25FN2O4S, from the Open Molecules 2025 dataset.

Values from the calculation:
LUMO ... 0.31 eV
Energy above the lowest of the compared OMol25 structures with the same formula, charge and spin ... 8.6 kcal/mol
DFT total energy ... -43794.578 eV
F_max ... 1.003 eV/A
Gap between HOMO and LUMO ... 0.3510 Ha
SMILES ... O=C(NC1CCCCCC1)c1cc(S(=O)(=O)N2CCOCC2)ccc1F
E_HOMO ... -9.2 eV

Structure (ORCA input):
```
! RIJCOSX wB97M-V def2-TZVPD def2/J DEFGRID3
* xyz 0 1
O 1.675 3.744 0.470
C 1.363 2.638 0.092
N 1.816 1.493 0.640
C 2.695 1.477 1.796
C 3.690 0.323 1.670
C 3.131 -1.074 1.947
C 2.829 -1.304 3.429
C 1.409 -0.922 3.855
C 0.860 0.359 3.220
C 1.874 1.497 3.096
C 0.400 2.402 -1.043
C -0.696 1.563 -0.881
C -1.604 1.400 -1.907
S -2.958 0.260 -1.639
O -3.468 0.436 -0.313
O -3.864 0.352 -2.748
N -2.078 -1.176 -1.650
C -2.529 -2.204 -0.729
C -3.702 -2.985 -1.325
O -3.354 -3.531 -2.579
C -3.003 -2.517 -3.495
C -1.816 -1.697 -2.978
C -1.461 2.063 -3.111
C -0.375 2.902 -3.296
C 0.537 3.061 -2.264
F 1.598 3.848 -2.475
H 1.516 0.607 0.266
H 3.253 2.420 1.750
H 4.515 0.506 2.361
H 4.103 0.351 0.659
H 3.887 -1.795 1.628
H 2.237 -1.263 1.350
H 3.554 -0.743 4.021
H 2.975 -2.360 3.667
H 1.403 -0.814 4.942
H 0.726 -1.739 3.610
H 0.449 0.136 2.234
H 0.022 0.700 3.832
H 2.554 1.491 3.948
H 1.338 2.448 3.109
H -0.876 1.051 0.051
H -1.686 -2.876 -0.537
H -2.829 -1.705 0.192
H -4.562 -2.307 -1.432
H -3.974 -3.829 -0.690
H -3.855 -1.842 -3.660
H -2.747 -3.025 -4.427
H -0.922 -2.327 -2.919
H -1.622 -0.851 -3.638
H -2.203 1.921 -3.880
H -0.225 3.436 -4.221
*
```

The following is a quantum chemistry calculation of C18H25I2LaN4O8P2 as an isolated structure, from the Open Molecules 2025 dataset.

Values from the calculation:
LUMO ... 0.03 eV
Energy above the lowest of the compared OMol25 structures with the same formula, charge and spin ... 13.2 kcal/mol
DFT total energy ... -77060.867 eV
F_max ... 0.849 eV/A
Gap between HOMO and LUMO ... 0.2537 Ha
E_HOMO ... -6.9 eV

Structure (ORCA input):
```
! RIJCOSX wB97M-V def2-TZVPD def2/J DEFGRID3
* xyz 0 1
La -0.319 -0.298 -0.588
I 5.285 -2.016 5.008
C 3.907 -1.228 3.665
C 4.227 -0.092 2.938
C 3.300 0.437 2.056
I 3.772 2.129 0.943
C 2.038 -0.141 1.867
O 1.159 0.358 1.070
C 1.744 -1.325 2.600
C 0.457 -2.084 2.344
N -0.727 -1.259 2.042
C -0.987 -0.247 3.054
C -1.840 0.893 2.564
C -2.713 1.541 3.432
C -3.400 2.657 2.989
C -3.206 3.090 1.688
C -2.345 2.366 0.881
N -1.674 1.298 1.304
C 2.668 -1.838 3.491
H 5.192 0.382 3.060
H 0.279 -2.725 3.220
H 0.586 -2.762 1.491
H -1.521 -1.879 1.928
H -0.024 0.182 3.341
H -1.426 -0.664 3.971
H -2.840 1.169 4.439
H -4.079 3.180 3.651
H -3.715 3.959 1.296
H -2.188 2.646 -0.154
H 2.421 -2.733 4.051
N 2.976 1.511 -2.867
C 1.847 0.728 -3.526
C 2.043 0.689 -5.031
P 1.946 -0.947 -2.684
O 3.131 -1.662 -3.488
O 2.350 -0.569 -1.294
O 0.640 -1.650 -2.789
P 0.315 1.634 -2.988
O 0.449 2.915 -3.954
O 0.572 2.010 -1.554
O -0.875 0.776 -3.189
H 3.889 1.145 -3.137
H 2.861 1.386 -1.841
H 2.925 2.503 -3.102
H 2.974 0.187 -5.297
H 2.025 1.686 -5.472
H 1.220 0.119 -5.464
H 2.835 -2.456 -3.944
H -0.032 3.680 -3.626
N -4.993 -0.720 -1.184
C -3.701 -0.855 -0.823
O -2.935 0.109 -0.895
C -3.249 -2.200 -0.312
C -1.795 -2.471 -0.678
H -5.301 0.161 -1.559
H -5.600 -1.519 -1.212
H -3.985 -2.960 -0.621
H -3.379 -2.134 0.780
H -1.735 -2.723 -1.746
H -1.450 -3.367 -0.145
*
```

The following is a quantum chemistry calculation of C18H25IrN2 as an isolated structure, from the Open Molecules 2025 dataset.

Values from the calculation:
LUMO (alpha / beta) ... -2.21 / -5.51 eV
Energy above the lowest of the compared OMol25 structures with the same formula, charge and spin ... 0.0 kcal/mol
DFT total energy ... -24877.022 eV
F_max ... 4.034 eV/A
Gap between HOMO and LUMO (alpha / beta) ... 0.2770 / 0.2488 Ha
E_HOMO (alpha / beta) ... -9.8 / -12.3 eV

Structure (ORCA input):
```
! RIJCOSX wB97M-V def2-TZVPD def2/J DEFGRID3
* xyz 1 6
C -0.459 0.541 -3.018
C 0.139 1.815 -2.488
C 0.440 -0.587 -3.381
C -1.853 0.215 -2.582
H 0.241 -1.091 -4.337
H 0.383 -1.363 -2.608
H 1.494 -0.288 -3.374
H 0.179 2.684 -3.179
H 1.162 1.639 -2.120
H -0.398 2.159 -1.587
H -2.677 0.545 -3.246
H -2.044 0.700 -1.601
H -2.006 -0.849 -2.377
C 2.459 -1.350 1.748
C 2.851 -1.712 0.390
C 2.526 -0.670 -0.470
H 3.358 -2.629 0.087
C 2.046 0.435 0.300
C 2.111 0.068 1.723
H 1.866 0.692 2.590
H 2.680 -1.914 2.627
H 2.632 -0.654 -1.566
H 2.008 1.471 -0.054
C -1.233 -2.156 1.768
C -0.084 -3.087 1.812
C 0.241 -3.447 0.439
H 0.298 -3.582 2.709
C -0.552 -2.671 -0.424
C -1.431 -1.855 0.376
H -2.276 -1.331 -0.030
H -1.749 -1.754 2.636
H 0.969 -4.202 0.131
H -0.494 -2.662 -1.517
Ir 0.440 -0.996 1.639
C 0.638 3.004 1.364
C -0.606 2.230 1.525
N -0.919 0.920 1.358
C -2.317 0.874 1.415
C -2.810 2.070 1.852
N -1.707 2.923 1.889
H 0.513 3.995 1.821
H 1.462 2.488 1.869
H 0.894 3.161 0.308
H -2.915 0.009 1.178
H -3.788 2.336 2.200
H -1.714 3.874 2.206
*
```

The following is a quantum chemistry calculation of C18H25N2O8S4W as an isolated structure, from the Open Molecules 2025 dataset.

Values from the calculation:
LUMO ... -4.95 eV
Energy above the lowest of the compared OMol25 structures with the same formula, charge and spin ... 13.3 kcal/mol
DFT total energy ... -83587.939 eV
F_max ... 0.092 eV/A
Gap between HOMO and LUMO ... 0.1863 Ha
E_HOMO ... -10.0 eV

Structure (ORCA input):
```
! RIJCOSX wB97M-V def2-TZVPD def2/J DEFGRID3
* xyz 1 1
W 0.427 0.044 0.578
C -1.109 3.381 0.024
C -1.745 2.712 1.229
S -2.016 0.945 0.942
C -3.114 1.101 -0.511
C -4.056 -0.072 -0.764
S -3.454 -1.308 -1.935
C -3.246 -0.277 -3.421
C -1.835 -0.321 -3.996
S -0.498 0.239 -2.915
C -0.542 2.036 -3.090
C 0.544 2.639 -2.214
S 0.397 2.482 -0.405
H -0.841 4.411 0.258
H -1.784 3.389 -0.830
H -2.708 3.165 1.468
H -1.111 2.784 2.113
H -2.491 1.292 -1.380
H -3.699 1.993 -0.277
H -4.998 0.333 -1.135
H -4.294 -0.608 0.156
H -3.547 0.745 -3.186
H -3.941 -0.640 -4.178
H -1.787 0.240 -4.931
H -1.563 -1.350 -4.235
H -1.526 2.449 -2.854
H -0.315 2.317 -4.121
H 0.639 3.712 -2.387
H 1.512 2.182 -2.422
O 4.890 -5.266 2.195
C 4.956 -4.615 1.146
O 5.687 -4.642 0.151
C 3.865 -3.502 1.058
C 2.939 -3.327 2.078
C 1.982 -2.340 1.982
N 1.913 -1.519 0.918
C 2.843 -1.667 -0.054
C 3.811 -2.636 -0.034
C 2.762 -0.618 -1.090
O 3.392 -0.491 -2.082
O 1.811 0.328 -0.721
H 3.003 -3.985 2.936
H 1.243 -2.196 2.757
H 4.545 -2.736 -0.824
C -0.721 -0.025 4.103
O 0.420 0.730 3.625
C 0.778 0.750 2.378
C 2.082 1.517 2.236
H -0.932 0.378 5.088
H -0.447 -1.074 4.177
H -1.573 0.100 3.442
H 2.812 1.013 2.873
H 1.929 2.537 2.595
H 2.490 1.565 1.228
O -1.554 -3.164 0.548
N -0.976 -2.148 0.557
O -0.601 -1.489 -0.480
O -0.648 -1.491 1.631
*
```